A molecular structure, C60H110Cl3N20O4RbS in a non-equilibrium geometry, computed with ωB97M-V/def2-TZVPD.

Computed properties:
Highest occupied orbital energy ... -18.136 eV
2S+1 ... 1
Net charge ... +6
HOMO-LUMO gap ... 7.6723 eV
Electronic energy ... -150996.843 eV

Geometry as XYZ:
```
199
Properties=species:S:1:pos:R:3:lowdin_charge:R:1
Rb -0.19 -0.67 0.36 0.323
S 1.14 -2.45 2.75 0.040
O -0.20 -2.99 2.79 -0.391
O 1.95 -3.06 3.80 -0.354
O 1.76 -2.51 1.44 -0.482
O 0.97 -1.06 3.00 -0.467
C -5.28 -2.18 0.75 -0.070
C -6.66 -1.50 0.91 -0.128
N -6.72 -0.53 2.02 -0.062
C -5.90 0.53 2.04 -0.063
C -6.43 1.41 2.97 0.031
N -7.36 0.65 3.72 -0.097
C -7.55 -0.56 3.09 0.052
C -8.13 0.98 4.86 0.005
H -5.48 -2.86 -0.08 0.086
H -4.98 -2.82 1.58 0.066
H -4.43 -1.52 0.57 0.023
H -7.47 -2.22 1.00 0.136
H -6.85 -0.95 -0.01 0.123
H -5.09 0.64 1.33 0.119
H -6.20 2.40 3.31 0.146
H -8.42 -1.19 3.14 0.178
H -9.13 0.54 4.85 0.118
H -8.22 2.05 5.01 0.119
H -7.55 0.48 5.64 0.114
C -8.58 2.42 -5.11 -0.044
C -7.29 1.70 -5.50 -0.201
N -6.27 2.11 -4.58 -0.055
C -5.74 3.36 -4.45 0.004
C -4.88 3.33 -3.39 0.012
N -4.83 2.04 -2.85 -0.114
C -5.78 1.31 -3.51 0.044
C -4.34 1.67 -1.59 -0.057
H -9.28 2.00 -5.83 0.097
H -8.46 3.48 -5.31 0.088
H -9.02 2.16 -4.14 0.096
H -7.08 1.90 -6.55 0.127
H -7.52 0.63 -5.47 0.136
H -6.00 4.12 -5.18 0.151
H -4.20 4.08 -3.02 0.131
H -5.95 0.25 -3.46 0.169
H -4.54 0.63 -1.35 0.068
H -5.06 2.21 -0.98 0.110
H -3.36 2.06 -1.32 0.061
C 0.55 -3.13 -3.19 -0.097
C 0.77 -2.12 -4.27 -0.172
N 2.15 -1.70 -4.56 -0.019
C 3.22 -2.49 -4.94 0.011
C 4.30 -1.63 -5.21 -0.028
N 4.00 -0.38 -4.78 -0.060
C 2.67 -0.42 -4.32 0.021
C 4.80 0.93 -5.05 0.069
H 1.28 -3.94 -3.30 0.065
H -0.43 -3.59 -3.32 0.089
H 0.64 -2.67 -2.21 0.064
H 0.15 -1.24 -4.11 0.115
H 0.29 -2.61 -5.13 0.140
H 3.11 -3.57 -5.00 0.139
H 5.30 -1.82 -5.57 0.129
H 2.09 0.42 -3.96 0.066
H 4.78 1.59 -4.18 0.091
H 4.39 1.32 -5.98 0.104
H 5.84 0.69 -5.30 0.085
C 6.18 1.74 1.67 -0.047
C 4.74 1.69 1.15 -0.134
N 3.84 2.31 2.16 -0.019
C 4.05 3.24 3.13 -0.023
C 2.90 3.31 3.93 -0.019
N 2.00 2.44 3.40 -0.061
C 2.67 1.74 2.45 -0.026
C 0.73 2.07 3.99 0.008
H 6.51 1.06 2.45 0.051
H 6.45 2.74 2.04 0.079
H 6.88 1.64 0.84 0.080
H 4.43 0.66 0.97 0.098
H 4.73 2.32 0.27 0.114
H 4.93 3.86 3.16 0.139
H 2.75 4.11 4.63 0.148
H 2.24 0.85 2.00 0.137
H -0.09 2.17 3.28 0.030
H 0.43 2.83 4.72 0.110
H 0.86 1.06 4.39 0.084
C 5.53 -3.85 2.63 -0.043
C 4.89 -2.54 2.37 -0.204
N 5.14 -1.61 3.47 -0.003
C 6.35 -0.99 3.83 -0.019
C 6.24 -0.16 5.00 0.018
N 4.90 -0.18 5.29 -0.063
C 4.27 -1.05 4.35 0.043
C 4.19 0.63 6.34 0.035
H 5.54 -4.57 1.82 0.093
H 5.11 -4.27 3.55 0.105
H 6.56 -3.57 2.86 0.081
H 3.83 -2.68 2.16 0.087
H 5.41 -2.12 1.51 0.109
H 7.19 -1.31 3.24 0.130
H 6.89 0.44 5.61 0.144
H 3.23 -1.35 4.36 0.116
H 3.91 0.11 7.25 0.102
H 3.22 0.90 5.92 0.073
H 4.79 1.50 6.62 0.105
C 8.06 -1.35 -3.90 -0.033
C 8.01 -1.15 -2.35 -0.109
N 6.64 -1.57 -1.86 -0.039
C 5.65 -0.61 -1.62 -0.011
C 4.54 -1.27 -1.05 -0.005
N 4.76 -2.67 -1.19 -0.096
C 6.04 -2.83 -1.65 0.059
C 3.69 -3.57 -1.04 -0.005
H 8.84 -0.74 -4.36 0.096
H 7.08 -1.06 -4.29 0.033
H 8.29 -2.39 -4.12 0.090
H 7.96 -0.10 -2.07 0.115
H 8.78 -1.70 -1.81 0.136
H 5.81 0.44 -1.82 0.126
H 3.59 -0.93 -0.64 0.085
H 6.56 -3.78 -1.64 0.168
H 3.98 -4.62 -1.05 0.116
H 3.20 -3.47 -2.01 0.086
H 3.13 -3.46 -0.11 0.085
C -3.20 3.15 -8.74 -0.060
C -3.84 1.91 -8.16 -0.128
N -3.28 1.67 -6.81 -0.038
C -3.70 0.71 -6.00 -0.053
C -2.97 0.70 -4.80 0.009
N -1.94 1.68 -5.00 -0.050
C -2.12 2.18 -6.25 0.021
C -0.89 1.92 -3.98 0.011
H -2.11 3.14 -8.84 0.081
H -3.41 3.93 -8.01 0.085
H -3.46 3.47 -9.75 0.106
H -3.79 1.04 -8.81 0.146
H -4.89 2.08 -7.91 0.119
H -4.60 0.14 -6.16 0.144
H -3.00 0.08 -3.92 0.057
H -1.49 2.93 -6.70 0.157
H -0.65 2.98 -3.98 0.094
H 0.05 1.46 -4.28 0.067
H -1.15 1.62 -2.96 0.088
C 0.66 -6.32 -0.99 -0.037
C -0.01 -5.25 -0.05 -0.114
N -0.90 -5.88 0.98 -0.031
C -0.75 -7.14 1.53 0.026
C -1.68 -7.26 2.59 0.030
N -2.25 -6.04 2.73 -0.089
C -1.78 -5.21 1.70 0.005
C -3.31 -5.69 3.61 -0.002
H -0.08 -7.11 -1.06 0.085
H 1.69 -6.67 -0.98 0.083
H 0.68 -5.72 -1.90 0.045
H -0.60 -4.55 -0.65 0.111
H 0.69 -4.57 0.43 0.099
H -0.06 -7.88 1.15 0.134
H -1.93 -8.12 3.21 0.147
H -1.92 -4.13 1.70 0.141
H -3.85 -4.87 3.15 0.087
H -2.95 -5.33 4.58 0.104
H -3.96 -6.53 3.87 0.115
C 2.55 5.91 1.46 -0.046
C 2.14 4.87 0.46 -0.217
N 1.04 5.33 -0.29 -0.045
C -0.11 4.70 -0.66 0.004
C -0.85 5.62 -1.40 -0.017
N -0.13 6.74 -1.57 -0.097
C 1.06 6.55 -0.95 0.055
C -0.60 7.95 -2.16 0.005
H 3.02 6.85 1.18 0.093
H 2.97 5.53 2.40 0.056
H 1.57 6.13 1.87 0.099
H 1.88 3.99 1.04 0.109
H 2.94 4.49 -0.18 0.124
H -0.31 3.70 -0.29 0.052
H -1.78 5.52 -1.93 0.128
H 1.88 7.26 -0.89 0.171
H -1.60 8.17 -1.80 0.118
H -0.44 8.03 -3.23 0.115
H -0.11 8.87 -1.82 0.116
C 0.37 -2.35 7.68 -0.030
C 0.13 -1.92 6.24 -0.201
N -0.95 -1.02 6.05 -0.027
C -1.34 0.05 6.91 0.050
C -2.42 0.64 6.26 -0.054
N -2.70 0.09 5.08 -0.067
C -1.81 -0.99 4.96 0.073
C -3.75 0.45 4.11 -0.017
H 0.54 -1.50 8.34 0.071
H 1.32 -2.89 7.71 0.091
H -0.44 -2.94 8.12 0.093
H -0.02 -2.73 5.51 0.120
H 0.99 -1.42 5.80 0.107
H -0.91 0.30 7.87 0.133
H -2.94 1.55 6.52 0.142
H -1.77 -1.59 4.06 0.139
H -3.96 1.52 4.12 0.094
H -4.66 -0.08 4.37 0.088
H -3.61 0.08 3.10 0.066
Cl -2.05 2.24 1.33 -0.411
Cl 1.85 1.39 -1.37 -0.392
Cl -2.55 -1.62 -1.70 -0.444
```